[1]
Molecular formula: C47H56N6O3P3STeTi
Method: DFT, the ωB97M-V functional and the def2-TZVPD basis

Structure (ORCA input):
```
! RIJCOSX wB97M-V def2-TZVPD def2/J DEFGRID3
* xyz 2 2
Ti -1.99603 1.19367 1.16560
C -3.30669 4.12126 2.94141
C -2.56633 2.80408 3.03292
C -1.19940 2.78661 2.81626
C -0.46263 1.58825 3.06630
C 1.03767 1.60081 3.22017
C -1.15818 0.43656 3.37685
C -2.55745 0.39809 3.54630
C -3.27049 -0.86057 3.94040
C -3.22693 1.62158 3.44927
H -2.88184 4.82591 3.68481
H -4.37546 4.11169 3.15409
H -3.14972 4.57655 1.93844
H -0.66845 3.71921 2.63836
H 1.36396 2.63378 3.18056
H 1.56391 0.96995 2.51155
H 1.17167 1.19801 4.24548
H -0.58806 -0.48458 3.42676
H -2.94595 -1.23335 4.95517
H -3.00063 -1.65847 3.24519
H -4.36749 -0.72612 3.98411
H -4.27781 1.81126 3.63259
C 7.55541 -2.69201 -0.92074
S 7.14999 -2.05509 0.72152
C 5.94395 -0.83887 0.22835
C 4.63856 -1.10988 0.95174
C 3.37484 -0.33241 0.50778
N 2.15041 -1.09243 0.22594
P 0.77411 -1.44732 1.29178
C 1.51582 -1.83249 2.96680
C 2.67306 -1.28714 3.53743
C 2.95827 -1.54688 4.89369
C 2.14789 -2.36297 5.66210
C 1.00605 -2.90262 5.07550
C 0.69817 -2.60785 3.77712
C 0.27890 -3.09485 0.70508
C 1.17503 -4.16983 0.59060
C 0.77273 -5.41411 0.06102
C -0.51390 -5.52973 -0.33574
C -1.46693 -4.47491 -0.17629
C -1.06162 -3.30459 0.40289
P 1.46666 -1.12904 -1.36487
C 2.39255 -2.37326 -2.30379
C 3.56933 -2.99868 -1.85338
C 4.03376 -4.08509 -2.55354
C 3.40577 -4.57965 -3.72801
C 2.22129 -3.91778 -4.17932
C 1.72080 -2.87392 -3.40752
C 1.68572 0.46752 -2.36530
C 2.55028 0.23419 -3.57504
C 2.65622 1.05983 -4.64167
C 1.99543 2.30859 -4.94765
C 1.12885 2.88353 -4.11656
C 0.91124 2.35098 -2.72420
H 8.29267 -3.47191 -0.79587
H 8.02366 -1.88112 -1.47531
H 6.69351 -3.05927 -1.47579
H 5.73285 -0.86946 -0.87239
H 6.28841 0.14259 0.48509
H 4.87678 -0.96991 2.00933
H 4.43623 -2.16093 0.87609
H 3.64235 0.28607 -0.38415
H 3.13367 0.42456 1.21759
H 3.30801 -0.69687 2.93044
H 3.82326 -1.08902 5.33227
H 2.44036 -2.54018 6.69298
H 0.39674 -3.62848 5.63502
H -0.19941 -3.07134 3.29851
H 2.20529 -4.07118 0.92113
H 1.43749 -6.25639 0.01911
H -0.87889 -6.46196 -0.77620
H -2.48154 -4.65243 -0.48011
H -1.75545 -2.45357 0.50711
H 3.98052 -2.64622 -0.92540
H 4.95257 -4.60798 -2.21845
H 3.79755 -5.40267 -4.28853
H 1.74623 -4.31875 -5.05425
H 0.75564 -2.43902 -3.72528
H 3.21258 -0.61793 -3.62574
H 3.40929 0.71728 -5.33366
H 2.20220 2.72619 -5.91842
H 0.58136 3.78743 -4.36522
H 0.37279 3.10557 -2.10628
N -3.63488 -0.74399 -2.03653
C -3.63473 -0.76848 -0.73850
N -2.50363 -0.17788 -0.36709
C -1.87875 0.17636 -1.51472
N -2.59073 -0.10854 -2.56381
C -0.61753 0.90111 -1.46510
C 0.25549 0.98227 -2.69603
N 2.10244 1.85336 -1.90679
C 1.91890 2.17073 -0.50911
C 0.78508 2.09216 0.12549
N -0.34527 1.33955 -0.27857
H -4.36157 -1.09202 -2.64753
H -4.37945 -1.24710 -0.13121
H -0.33682 0.66910 -3.55415
H 2.75707 2.62067 0.03737
H 0.68671 2.56730 1.10413
C -5.79512 6.34192 -0.21240
C -5.72935 4.93355 0.39632
O -4.64273 4.24163 -0.28171
P -4.35485 2.67956 -0.33091
O -2.94616 2.47395 0.29183
Te -6.00402 1.60540 0.86074
O -4.10679 2.23729 -1.84146
C -4.88546 2.84003 -2.96541
C -5.22223 1.82278 -4.04338
H -6.68765 6.87241 0.06424
H -5.73449 6.33641 -1.30436
H -4.87855 6.88772 0.03462
H -6.58561 4.37753 0.15679
H -5.55970 5.02778 1.46524
H -4.30038 3.69847 -3.31415
H -5.84334 3.19907 -2.61210
H -4.41071 1.38435 -4.58199
H -5.87539 2.31337 -4.72935
H -5.73276 0.98371 -3.57236
*
```

⟨S²⟩ = 0.753
gap between HOMO and LUMO (alpha / beta) = 5.55 / 5.59 eV
maximum force = 2.7 eV/A
energy above the lowest of the compared OMol25 structures with the same formula, charge and spin = 75.2 kcal/mol
HOMO level (alpha / beta) = -11.89 / -11.89 eV

=====

[2]
Molecular formula: C47H57As3N2O11Ti
Method: DFT, the ωB97M-V functional and the def2-TZVPD basis

Structure (ORCA input):
```
! RIJCOSX wB97M-V def2-TZVPD def2/J DEFGRID3
* xyz 0 1
Ti 0.22522 -0.35569 0.22983
C -4.47094 3.06171 3.57501
O -4.16334 3.82007 2.41005
C -3.16376 3.38516 1.62266
C -2.96507 4.12272 0.44175
C -1.99043 3.72866 -0.42797
C -1.19229 2.59016 -0.18415
C -0.26456 2.14304 -1.18693
C 0.17888 3.02370 -2.30327
O 0.21010 0.97783 -1.14952
C -1.38720 1.88157 1.02385
O -0.64066 0.83123 1.35253
C -2.37118 2.29264 1.92275
H -5.34405 3.53472 4.01323
H -3.64273 3.08867 4.28617
H -4.70283 2.02705 3.31392
H -3.60242 4.97363 0.24634
H -1.84893 4.27744 -1.34950
H -0.65752 3.22362 -2.97515
H 0.98260 2.52548 -2.83722
H 0.54473 3.96399 -1.89298
H -2.48620 1.72373 2.83209
N 1.10727 -1.88106 -1.77311
H 1.67014 -2.72005 -1.69558
H 1.18684 -1.52537 -2.71988
H 0.13742 -2.17729 -1.67266
C 6.58790 2.84515 -2.78871
O 5.69759 2.29388 -1.81416
C 6.17163 1.24927 -1.12583
O 7.24748 0.74126 -1.32192
C 5.16224 0.71590 -0.16002
C 5.42311 0.73587 1.14885
As 4.42238 -0.06093 2.66627
C 5.34069 -1.80676 2.62211
C 2.79879 -0.50422 1.71923
C 2.34940 0.28705 0.53456
As 3.53147 0.01855 -1.04287
C 3.99909 -1.88681 -0.81599
C 2.27952 1.74950 0.74691
O 2.23151 2.60863 -0.11834
O 2.32079 2.09391 2.05444
C 2.28884 3.49657 2.31505
C 2.02073 -1.55108 2.01473
O 0.90569 -1.78636 1.29905
O 2.25486 -2.40235 3.03722
C 1.18390 -3.26306 3.42003
C 6.65490 1.45672 1.60207
O 7.05970 2.49459 1.14231
O 7.28164 0.79851 2.59065
C 8.46293 1.43377 3.08940
H 5.97651 3.47347 -3.42981
H 7.06709 2.05619 -3.36364
H 7.35104 3.44365 -2.29271
H 6.41379 -1.62786 2.59453
H 5.02882 -2.38526 1.75742
H 5.08495 -2.34977 3.53004
H 5.01354 -1.97606 -0.43630
H 3.94133 -2.37890 -1.78671
H 3.31172 -2.35989 -0.11697
H 2.43463 3.59967 3.38662
H 1.32567 3.92000 2.02426
H 3.07970 4.00897 1.76984
H 1.57325 -3.86359 4.23797
H 0.86941 -3.90524 2.59872
H 0.32536 -2.68454 3.76308
H 8.86654 0.75862 3.83728
H 8.21250 2.39444 3.53627
H 9.17766 1.58921 2.28400
C -4.07264 3.55971 -5.03396
C -3.80244 2.49217 -4.01082
C -2.72989 1.63058 -4.13260
C -2.46228 0.61993 -3.20412
C -1.29600 -0.26973 -3.53415
C -3.29607 0.46539 -2.08467
As -3.09600 -0.60750 -0.41087
N -1.37685 -1.49520 -0.39370
C -1.61425 -2.64948 0.42403
C -2.04285 -2.52986 1.74842
C -2.31775 -3.65707 2.50811
C -2.14507 -4.92524 1.97318
C -1.68894 -5.05486 0.66811
C -1.43174 -3.92877 -0.09971
C -4.36908 -2.08744 -0.71256
C -5.25637 -2.33096 0.34522
C -5.24587 -1.56104 1.64253
C -6.22046 -3.32935 0.21412
C -6.32860 -4.10177 -0.92834
C -7.37363 -5.17546 -1.05133
C -5.42877 -3.86677 -1.95884
C -4.45220 -2.88462 -1.87023
C -3.52143 -2.71966 -3.03088
C -4.40903 1.33273 -1.96605
C -5.38475 1.23495 -0.82091
C -4.64129 2.31334 -2.91730
H -3.20192 3.72623 -5.66849
H -4.33815 4.50691 -4.56178
H -4.90433 3.27651 -5.68257
H -2.06467 1.72825 -4.98658
H -1.56823 -0.96593 -4.33042
H -0.99148 -0.84856 -2.67616
H -0.44622 0.31716 -3.88760
H -2.14160 -1.54450 2.18840
H -2.65622 -3.54031 3.53116
H -2.35812 -5.80551 2.56629
H -1.54455 -6.03900 0.23919
H -1.10932 -4.03598 -1.12867
H -4.24224 -1.31186 1.98065
H -5.72843 -2.15011 2.42258
H -5.79978 -0.62247 1.55075
H -6.89634 -3.51192 1.04356
H -7.94239 -5.28168 -0.12812
H -6.91738 -6.13979 -1.28163
H -8.07601 -4.94751 -1.85548
H -5.47735 -4.47561 -2.85684
H -3.50558 -3.62747 -3.63662
H -2.51218 -2.51811 -2.69299
H -3.83452 -1.89179 -3.66898
H -4.90675 1.45742 0.13703
H -5.82297 0.23770 -0.74406
H -6.20151 1.94310 -0.96102
H -5.50254 2.96338 -2.79644
*
```

gap between HOMO and LUMO = 5.99 eV
maximum force = 2.3 eV/A
energy above the lowest of the compared OMol25 structures with the same formula, charge and spin = 0.0 kcal/mol
HOMO level = -6.92 eV